(1)
A 13-piece molecular cluster, C48H96O21 overall, computed with wB97M-V/def2-TZVPD.

ORCA input file:
```
! RIJCOSX wB97M-V def2-TZVPD def2/J DEFGRID3
* xyz 0 1
C -0.718 -0.947 -6.348
O -0.745 -1.442 -5.052
C 0.429 -1.902 -4.637
O 1.476 -1.757 -5.202
O 0.230 -2.453 -3.457
C 1.233 -3.391 -3.058
H 0.029 -0.138 -6.558
H -1.695 -0.538 -6.588
H -0.647 -1.785 -7.097
H 2.187 -2.869 -3.012
H 1.305 -4.221 -3.779
H 1.040 -3.790 -2.081
C -4.160 1.210 5.666
O -2.745 1.372 6.023
C -1.818 1.420 5.091
O -2.045 1.380 3.912
O -0.597 1.499 5.636
C 0.467 1.801 4.681
H -4.354 1.677 4.735
H -4.665 1.718 6.486
H -4.492 0.187 5.722
H 1.306 1.101 4.894
H 0.792 2.781 4.920
H 0.183 1.701 3.667
C 2.234 0.621 -2.645
O 3.436 0.450 -3.401
C 4.176 -0.599 -3.203
O 3.762 -1.485 -2.461
O 5.336 -0.501 -3.812
C 6.423 -1.210 -3.179
H 1.631 -0.265 -2.627
H 1.753 1.462 -3.181
H 2.465 0.982 -1.636
H 7.205 -1.096 -3.857
H 6.262 -2.263 -2.932
H 6.626 -0.668 -2.263
C -2.772 -3.103 -1.869
O -2.972 -4.408 -2.441
C -2.430 -5.484 -1.852
O -1.696 -5.506 -0.934
O -2.973 -6.470 -2.551
C -2.786 -7.827 -2.074
H -1.946 -2.621 -2.434
H -2.381 -3.195 -0.846
H -3.696 -2.619 -2.006
H -2.255 -7.919 -1.130
H -2.126 -8.387 -2.832
H -3.775 -8.262 -1.957
C -5.297 -0.584 0.658
C -6.547 -0.095 1.412
C -6.305 1.454 1.628
O -5.422 1.833 0.587
C -4.529 0.719 0.417
H -5.591 -1.019 -0.326
H -4.688 -1.272 1.250
H -6.630 -0.615 2.366
H -7.431 -0.279 0.745
H -5.779 1.712 2.513
H -7.218 1.970 1.541
H -3.640 0.840 1.019
H -4.214 0.731 -0.667
C 4.676 1.736 1.451
C 4.323 2.949 0.597
C 5.172 2.739 -0.672
O 5.154 1.323 -0.844
C 4.780 0.682 0.392
H 3.936 1.490 2.270
H 5.583 1.900 1.952
H 4.578 3.944 1.024
H 3.250 2.968 0.329
H 6.227 3.077 -0.501
H 4.783 3.301 -1.550
H 5.561 -0.077 0.602
H 3.842 0.179 0.286
C 3.917 -1.265 3.851
C 3.614 -0.656 5.263
C 2.580 -1.577 5.842
O 1.932 -2.111 4.618
C 2.517 -1.593 3.427
H 4.558 -2.176 3.901
H 4.394 -0.608 3.161
H 3.372 0.423 5.270
H 4.473 -0.830 5.904
H 1.769 -1.106 6.399
H 2.975 -2.476 6.309
H 2.037 -0.600 3.148
H 2.435 -2.212 2.553
C 1.572 -5.249 0.545
C 2.942 -5.131 -0.046
C 3.410 -3.806 0.545
O 2.267 -2.993 0.744
C 1.171 -3.830 0.741
H 1.614 -5.759 1.542
H 0.844 -5.774 -0.003
H 2.902 -5.128 -1.121
H 3.639 -5.943 0.304
H 4.105 -3.203 -0.075
H 3.940 -3.966 1.506
H 0.454 -3.558 -0.015
H 0.621 -3.787 1.698
C 3.093 4.340 -3.865
C 2.251 4.326 -5.188
C 1.414 5.628 -5.065
O 1.637 6.083 -3.783
C 2.193 5.060 -2.937
H 3.964 5.005 -4.149
H 3.475 3.356 -3.617
H 1.625 3.441 -5.286
H 2.955 4.320 -6.026
H 0.357 5.356 -5.206
H 1.650 6.430 -5.764
H 1.449 4.418 -2.405
H 2.780 5.602 -2.133
C -1.537 -3.542 5.229
C -1.649 -2.087 4.709
C -1.267 -2.229 3.219
O -1.460 -3.565 2.901
C -1.102 -4.343 4.000
H -2.517 -3.849 5.539
H -0.884 -3.714 6.090
H -0.958 -1.378 5.195
H -2.651 -1.657 4.893
H -0.233 -1.962 2.983
H -1.933 -1.592 2.586
H -0.031 -4.529 4.053
H -1.554 -5.298 3.865
C -0.738 4.335 1.774
C -1.855 5.114 1.043
C -1.113 6.342 0.607
O 0.275 6.001 0.454
C 0.491 4.693 0.965
H -0.932 3.248 1.808
H -0.654 4.681 2.743
H -2.720 5.385 1.669
H -2.149 4.600 0.091
H -1.145 7.127 1.401
H -1.525 6.750 -0.292
H 1.382 4.743 1.564
H 0.660 4.038 0.110
C -5.288 2.456 -3.090
C -4.715 1.097 -3.387
C -3.505 1.357 -4.214
O -2.998 2.627 -3.716
C -3.981 3.209 -2.849
H -5.949 2.533 -2.284
H -5.897 2.921 -3.941
H -5.456 0.408 -3.878
H -4.442 0.559 -2.509
H -3.851 1.536 -5.276
H -2.766 0.625 -4.182
H -4.013 4.300 -2.923
H -3.640 2.955 -1.857
C 0.008 -0.731 0.167
C -1.180 -0.164 -0.663
C -0.900 1.351 -0.573
O 0.418 1.497 -0.125
C 0.643 0.516 0.795
H 0.722 -1.138 -0.538
H -0.236 -1.509 0.914
H -2.202 -0.290 -0.265
H -1.148 -0.509 -1.727
H -1.574 1.744 0.124
H -1.003 1.911 -1.540
H 0.081 0.682 1.733
H 1.701 0.448 1.101
*
```

Properties
- energy above the lowest of the compared OMol25 structures with the same formula, charge and spin (eV) = 1.922
- E_LUMO (eV) = 0.575
- HOMO-LUMO gap (eV) = 9.6

***

(2)
A 12-piece molecular cluster, C48H96O24 overall, computed with wB97M-V/def2-TZVPD.

ORCA input file:
```
! RIJCOSX wB97M-V def2-TZVPD def2/J DEFGRID3
* xyz 0 1
O 2.587 5.418 -2.665
C 2.801 5.700 -1.492
O 3.596 4.939 -0.638
C 4.087 3.684 -1.185
C 3.284 2.485 -0.747
C 2.171 6.949 -0.773
H 5.123 3.575 -0.742
H 4.100 3.838 -2.324
H 2.320 2.466 -1.286
H 3.078 2.504 0.324
H 3.885 1.657 -0.972
H 1.660 7.543 -1.516
H 3.082 7.482 -0.359
H 1.653 6.753 0.101
O 0.323 2.198 -3.328
C 0.895 2.360 -4.342
O 0.274 2.274 -5.534
C -1.109 1.951 -5.521
C -1.756 2.984 -6.414
C 2.387 2.750 -4.459
H -1.537 1.921 -4.509
H -1.068 0.942 -5.890
H -1.463 2.919 -7.491
H -1.562 3.985 -6.055
H -2.844 2.979 -6.474
H 2.724 2.771 -5.485
H 3.062 1.878 -4.047
H 2.600 3.672 -4.001
O 3.695 -0.392 -3.755
C 2.817 -1.258 -3.874
O 2.703 -2.282 -2.970
C 3.809 -2.432 -2.081
C 3.711 -3.795 -1.402
C 1.710 -1.288 -4.829
H 3.852 -1.794 -1.171
H 4.745 -2.317 -2.627
H 4.012 -4.622 -2.076
H 2.707 -3.989 -0.925
H 4.445 -3.875 -0.508
H 1.945 -0.400 -5.400
H 0.797 -1.162 -4.223
H 1.717 -2.224 -5.365
O 6.515 1.421 0.482
C 7.107 0.682 1.248
O 7.643 -0.521 0.897
C 7.363 -1.016 -0.411
C 7.762 -2.478 -0.533
C 7.337 1.161 2.677
H 7.829 -0.466 -1.208
H 6.281 -0.996 -0.642
H 7.168 -3.122 0.174
H 8.789 -2.718 -0.281
H 7.545 -2.733 -1.594
H 7.969 2.050 2.676
H 7.770 0.243 3.114
H 6.352 1.429 3.135
O -2.096 6.394 0.369
C -1.717 5.474 -0.287
O -2.185 5.151 -1.517
C -3.215 5.932 -2.093
C -4.244 5.011 -2.719
C -0.600 4.546 0.065
H -2.752 6.633 -2.793
H -3.719 6.562 -1.323
H -4.860 5.607 -3.315
H -4.905 4.588 -1.925
H -3.739 4.215 -3.231
H -0.464 4.461 1.110
H 0.265 4.875 -0.425
H -0.879 3.544 -0.359
O -0.031 -3.725 -1.089
C -0.758 -4.475 -1.697
O -1.528 -5.452 -1.178
C -1.661 -5.543 0.272
C -0.408 -5.963 0.943
C -1.075 -4.284 -3.160
H -2.339 -6.372 0.431
H -2.206 -4.615 0.593
H 0.462 -5.278 0.838
H -0.180 -6.949 0.517
H -0.672 -6.233 1.948
H -0.488 -3.425 -3.529
H -2.140 -4.117 -3.394
H -0.801 -5.128 -3.796
O -1.796 -2.867 3.582
C -2.082 -1.942 2.927
O -2.743 -0.835 3.474
C -3.023 -0.931 4.877
C -3.707 0.338 5.386
C -2.048 -1.717 1.438
H -2.095 -1.074 5.431
H -3.755 -1.782 5.022
H -4.112 0.160 6.369
H -4.600 0.458 4.739
H -2.993 1.090 5.338
H -1.288 -2.392 1.058
H -1.654 -0.700 1.267
H -3.001 -1.933 0.913
O 1.000 -2.235 5.044
C 1.025 -2.198 3.830
O 0.848 -1.050 3.019
C 0.633 0.175 3.676
C 0.624 1.172 2.554
C 1.436 -3.372 2.978
H 1.505 0.407 4.299
H -0.311 0.077 4.284
H 0.408 2.190 2.917
H -0.217 0.932 1.893
H 1.495 1.074 1.866
H 0.930 -4.205 3.481
H 2.493 -3.468 2.972
H 1.156 -3.186 1.929
O -7.272 0.703 0.825
C -6.676 1.022 1.807
O -5.928 0.220 2.534
C -5.872 -1.201 1.994
C -6.497 -2.193 2.975
C -6.689 2.445 2.352
H -4.826 -1.346 1.771
H -6.318 -1.242 1.012
H -5.882 -2.376 3.880
H -6.704 -3.231 2.587
H -7.463 -1.792 3.288
H -6.094 2.603 3.294
H -7.709 2.706 2.426
H -6.155 3.016 1.596
O -0.958 -0.976 -2.493
C -0.595 -0.399 -1.519
O -1.409 0.449 -0.913
C -2.678 0.690 -1.462
C -3.455 1.664 -0.557
C 0.694 -0.484 -0.771
H -3.224 -0.258 -1.681
H -2.546 1.112 -2.436
H -4.509 1.680 -0.897
H -2.957 2.655 -0.828
H -3.266 1.510 0.464
H 1.100 0.506 -0.541
H 1.363 -1.085 -1.362
H 0.523 -1.004 0.150
O -4.799 -2.287 -0.477
C -4.965 -3.050 -1.381
O -5.295 -2.699 -2.609
C -5.414 -1.290 -2.818
C -4.406 -0.689 -3.868
C -4.928 -4.521 -1.225
H -5.391 -0.946 -1.782
H -6.476 -1.135 -3.169
H -4.630 0.355 -3.785
H -4.466 -1.140 -4.822
H -3.407 -0.812 -3.513
H -5.283 -4.760 -0.163
H -3.961 -4.919 -1.434
H -5.577 -5.070 -1.954
O 6.214 -1.912 4.316
C 5.269 -1.234 3.957
O 4.388 -0.566 4.759
C 4.518 -0.733 6.184
C 4.143 0.563 6.816
C 4.878 -0.955 2.496
H 5.559 -1.000 6.398
H 3.882 -1.556 6.448
H 4.805 1.401 6.511
H 4.186 0.333 7.927
H 3.131 0.764 6.532
H 4.759 0.198 2.366
H 4.008 -1.634 2.429
H 5.620 -1.403 1.840
*
```

Properties
- energy above the lowest of the compared OMol25 structures with the same formula, charge and spin (eV) = 2.519
- E_LUMO (eV) = 0.593
- HOMO-LUMO gap (eV) = 10.7